{
  "formula": "C5H9NO",
  "method": "the ωB97M-V functional and the def2-TZVPD basis",
  "elements": ["C", "C", "C", "C", "C", "N", "O", "H", "H", "H", "H", "H", "H", "H", "H", "H"],
  "xyz": [[1.737, 0.605, 0.052], [-0.674, 0.543, 0.040], [-0.915, -0.537, 0.989], [-1.982, 1.139, -0.569], [2.913, -0.453, -0.590], [0.334, 1.043, -0.546], [2.024, 1.152, 1.079], [-1.511, -1.392, 0.635], [-1.391, -0.213, 1.810], [-0.016, -0.929, 1.279], [-2.063, 2.228, -0.314], [-2.935, 0.661, 0.007], [-2.167, 1.054, -1.599], [2.295, -1.377, -0.494], [3.254, 0.062, -1.453], [3.573, -0.313, 0.249]],
  "atomic_forces_ev_per_a": [[-0.566, 0.358, -0.455], [-2.359, 1.486, -3.546], [0.596, -1.481, -2.209], [-2.317, 0.023, 4.190], [-4.251, 1.980, 2.733], [3.526, -1.938, 1.335], [-0.027, -0.135, -0.118], [0.042, 0.591, -0.541], [-1.799, 1.446, 3.042], [2.431, -1.158, 1.040], [0.290, -0.839, -0.228], [2.087, 0.986, -1.426], [0.315, -0.455, -1.381], [1.254, 0.243, -1.151], [0.196, -0.627, -1.250], [0.583, -0.480, -0.033]],
  "lumo_ev": 0.866,
  "mol_weight_g_mol": 99.13,
  "homo_ev": -9.0,
  "smiles": "CC(=O)N=C(C)C",
  "e_above_lowest_ev": 3.039,
  "gap_ev": 9.90,
  "largest_force_ev_per_a": 5.4,
  "spin_multiplicity": 1
}